[1]
{"formula": "C24H34Br12N2O4", "method": "ωB97M-V/def2-TZVPD", "symbols": ["Br", "C", "C", "Br", "H", "H", "H", "H", "Br", "C", "C", "Br", "H", "H", "H", "H", "Br", "C", "C", "Br", "H", "H", "H", "H", "Br", "C", "C", "Br", "H", "H", "H", "H", "Br", "C", "C", "Br", "H", "H", "H", "H", "Br", "C", "C", "Br", "H", "H", "H", "H", "C", "C", "C", "C", "C", "C", "N", "O", "O", "H", "H", "H", "H", "H", "C", "C", "C", "C", "C", "C", "N", "O", "O", "H", "H", "H", "H", "H"], "positions_angstrom": [[-8.78018, 7.24802, 13.54788], [-8.43011, 8.26540, 11.83364], [-7.36469, 9.30932, 11.72667], [-7.10725, 9.91332, 9.85224], [-9.36558, 8.72441, 11.51379], [-8.43258, 7.53776, 11.02207], [-6.49747, 8.75634, 12.08757], [-7.66418, 10.23029, 12.22689], [-2.11835, 9.42796, 8.44862], [-2.69149, 8.71154, 10.17569], [-3.86296, 7.76212, 9.90399], [-4.04635, 6.59745, 11.48984], [-3.03916, 9.45431, 10.89370], [-1.78927, 8.32611, 10.65059], [-3.79186, 7.19097, 8.97833], [-4.79351, 8.32910, 9.87731], [-4.93694, 15.46517, 3.56651], [-6.23415, 14.54940, 4.70455], [-6.47870, 13.14337, 4.09679], [-7.06055, 11.86914, 5.46791], [-7.15292, 15.12040, 4.83849], [-5.74687, 14.66357, 5.67286], [-5.70532, 12.69877, 3.47042], [-7.33964, 13.23939, 3.43523], [-7.70314, 1.78826, 3.69736], [-7.66686, 3.57759, 2.79744], [-6.54111, 4.31456, 3.39909], [-5.77303, 5.58942, 2.04531], [-8.49183, 4.18969, 3.16195], [-7.54722, 3.24327, 1.76690], [-5.74053, 3.60217, 3.59822], [-6.76182, 5.00995, 4.20893], [-2.01140, 5.92659, 6.43880], [-2.70946, 7.39709, 5.28923], [-3.95082, 7.98653, 5.74473], [-4.43014, 9.23988, 4.28265], [-2.90537, 6.88429, 4.34755], [-1.84983, 8.06727, 5.29282], [-3.91571, 8.60999, 6.63813], [-4.78009, 7.28042, 5.78751], [-4.62245, 7.98230, -2.19054], [-6.55664, 7.59919, -2.15498], [-7.12769, 7.67161, -0.67919], [-7.57323, 9.56516, -0.28333], [-6.55449, 6.63320, -2.65992], [-6.92155, 8.29290, -2.91241], [-6.43901, 7.29804, 0.07860], [-8.13406, 7.28751, -0.51248], [-8.60324, 7.23846, 3.39297], [-7.75078, 8.14591, 3.99777], [-7.54799, 8.08635, 5.37463], [-8.06778, 7.06104, 6.19502], [-9.02775, 6.20505, 5.53770], [-9.34015, 6.34587, 4.17700], [-7.59879, 6.84879, 7.65555], [-6.42680, 7.12333, 7.96884], [-8.55189, 6.42165, 8.33047], [-8.78241, 7.34211, 2.33298], [-7.10713, 8.78836, 3.41523], [-7.04409, 8.94580, 5.79156], [-9.48771, 5.39159, 6.07912], [-10.11902, 5.76498, 3.70548], [-10.92080, 9.21849, -3.36596], [-10.60154, 9.73132, -2.11348], [-10.77020, 8.89379, -0.96508], [-11.24086, 7.52009, -1.11430], [-11.78920, 7.18363, -2.35830], [-11.56043, 7.97797, -3.44000], [-11.28440, 6.55650, -0.00228], [-11.59027, 5.37021, -0.26378], [-10.88326, 6.96122, 1.06711], [-10.76353, 9.63304, -4.35074], [-10.26720, 10.75065, -1.98861], [-10.57163, 9.29837, 0.01639], [-12.18665, 6.18752, -2.48562], [-11.94077, 7.51101, -4.33649]], "atomic_forces_ev_per_a": [[0.6383, 1.1183, -1.2483], [-2.5696, -0.4013, -1.5050], [0.2058, -0.7291, 0.4924], [-0.1456, -0.4297, 0.6789], [-0.4570, 0.2331, 0.9365], [1.0538, -0.5549, 0.4165], [0.7152, 1.0991, -0.1116], [0.5659, -0.3209, 0.2875], [-0.0021, 0.4465, 0.4899], [-0.3072, -0.3137, 0.2046], [0.2336, 0.2572, 0.5644], [-0.0441, 0.1384, -0.5162], [0.0242, 0.5500, -0.5671], [-0.2272, -0.6267, -0.4305], [0.2619, -0.2876, 0.4090], [0.1573, -0.0806, -0.0948], [-0.3561, 0.2397, -0.2176], [0.6413, -0.3507, 0.1508], [-0.8732, 0.7202, 0.2085], [0.1533, 0.2734, -0.1661], [0.0090, -0.0272, -0.6632], [0.0217, -0.9869, -0.0441], [0.3714, 0.2028, 0.6943], [-0.0111, -0.0588, 0.0766], [-0.3456, 0.5414, 0.0000], [-0.4961, -0.6049, 1.0601], [2.2920, 0.4269, -0.7634], [-0.0873, -0.4475, 0.3385], [-0.8994, -0.8456, -1.1138], [-0.3464, 0.8344, 0.1326], [0.2381, 0.6169, 0.2887], [-0.1925, -0.5934, 0.1034], [-0.4724, 0.2232, 0.0606], [1.7614, -1.4095, -0.1982], [-1.7245, 0.9880, 0.3021], [0.1298, 0.0357, 0.1850], [0.5107, 0.2865, -0.0439], [-0.3679, 0.0622, -0.4326], [0.0749, -0.3104, -0.1471], [0.1250, 0.0680, 0.1044], [-0.1900, 0.0969, 0.2978], [0.5069, -0.2324, 0.5136], [-0.1585, 0.9536, -1.5285], [0.7763, -0.1461, 0.2160], [-0.4743, -0.2666, 0.6963], [-0.5423, 0.1942, 0.7196], [-0.0828, 0.2126, -0.3167], [0.3118, -0.6972, -0.5259], [-0.5080, 0.5541, 0.2194], [0.0852, -1.0619, 0.4403], [0.1272, 0.0064, 1.1326], [-0.1600, -0.0921, -2.1507], [0.8885, 0.2707, 0.9315], [0.8731, 0.5370, 0.5095], [-1.5162, 0.3223, -1.5217], [-2.7393, -0.7864, -0.2635], [2.6183, 0.6007, 0.0985], [-0.0418, -0.2829, -0.0956], [-0.3956, 0.4039, -0.0017], [0.6286, -0.3085, 0.3427], [-0.0835, 0.0810, 0.2574], [-0.0065, -0.2490, 0.1719], [-0.6687, -1.1286, -0.2133], [-0.5226, -1.3362, 0.8379], [-0.5717, -1.3529, -0.8546], [-0.4017, 2.9262, -0.9597], [1.2236, -1.2271, 1.6962], [-0.3022, -0.0171, -0.3420], [0.3256, -1.3526, -0.9843], [0.3178, 2.3651, 0.6224], [-0.2558, -0.2620, 0.3000], [0.2555, 0.9070, 0.3299], [0.1998, -0.0785, 0.0638], [0.1992, -0.1929, 0.0045], [-0.2434, 0.0258, 0.0219], [0.2683, 0.6313, -0.5870]], "lowdin_charge": [0.55, -0.68, -0.62, 0.65, 0.05, 0.03, 0.04, 0.06, 0.67, -0.67, -0.69, 0.61, 0.06, 0.05, 0.02, -0.02, 0.61, -0.68, -0.68, 0.62, 0.06, 0.04, 0.04, 0.05, 0.60, -0.63, -0.64, 0.64, 0.04, 0.05, 0.03, 0.04, 0.57, -0.71, -0.66, 0.67, 0.04, 0.05, -0.01, 0.05, 0.58, -0.64, -0.60, 0.62, 0.04, 0.03, -0.04, 0.02, -0.10, -0.11, -0.07, -0.08, 0.00, -0.09, -0.29, 0.03, 0.06, 0.08, 0.06, 0.05, 0.11, 0.11, -0.06, -0.08, -0.03, -0.12, -0.03, -0.09, -0.33, 0.06, 0.07, 0.11, 0.10, 0.08, 0.12, 0.11], "homo_lumo_gap_ev": 8.6472, "homo_ev": -9.86, "charge": 0, "smiles": "O=[N+]([O-])c1ccccc1.O=[N+]([O-])c1ccccc1.BrCCBr.BrCCBr.BrCCBr.BrCCBr.BrCCBr.BrCCBr"}



[2]
{"formula": "C23H32N2O", "method": "ωB97M-V/def2-TZVPD", "symbols": ["C", "C", "C", "C", "C", "C", "C", "C", "N", "C", "C", "N", "C", "H", "C", "H", "H", "C", "C", "C", "C", "C", "C", "C", "H", "H", "H", "H", "H", "H", "H", "H", "C", "C", "H", "H", "C", "H", "H", "C", "O", "H", "H", "H", "H", "H", "H", "H", "H", "H", "H", "H", "H", "H", "H", "H", "H", "H"], "positions_angstrom": [[4.57163, 1.87843, 0.23713], [5.19216, 0.51588, 0.21886], [6.31131, 0.24346, 0.99321], [6.90832, -1.00487, 0.98003], [6.38563, -2.00580, 0.18213], [5.26814, -1.74724, -0.59197], [4.66398, -0.49793, -0.58540], [3.44625, -0.24673, -1.43348], [2.27651, 0.03871, -0.61393], [1.88723, -1.09984, 0.19663], [0.75732, -0.66893, 1.13520], [-0.39595, -0.13687, 0.44174], [-1.33688, -1.11140, -0.08075], [-1.19226, -1.29776, -1.15655], [-2.77028, -0.62847, 0.16077], [-2.95418, -0.59622, 1.23583], [-2.88128, 0.38820, -0.21813], [-3.80016, -1.54254, -0.50976], [-5.19409, -1.06679, -0.21919], [-5.73372, 0.00012, -0.92722], [-7.00371, 0.46689, -0.64220], [-7.75423, -0.12786, 0.35803], [-7.22550, -1.18963, 1.07100], [-5.95348, -1.65316, 0.78433], [-5.54574, -2.48296, 1.34483], [-7.80575, -1.65886, 1.85263], [-8.74739, 0.23435, 0.58008], [-7.41047, 1.29679, -1.20193], [-5.15169, 0.46773, -1.70854], [-3.67067, -2.56350, -0.14313], [-3.62690, -1.54477, -1.58901], [-1.19067, -2.06323, 0.43607], [-0.02959, 0.89385, -0.51635], [1.14680, 0.46880, -1.41281], [0.81036, -0.34057, -2.09051], [1.45536, 1.31444, -2.03313], [0.25549, 2.21752, 0.20502], [0.58306, 2.95894, -0.52891], [1.05374, 2.08869, 0.93294], [-1.00299, 2.72077, 0.91291], [-2.03677, 3.05059, 0.01302], [-1.71797, 3.73963, -0.58125], [-0.75649, 3.58759, 1.54328], [-1.40582, 1.92508, 1.54153], [-0.89932, 1.06446, -1.15986], [1.14200, 0.10919, 1.80054], [0.44121, -1.51111, 1.75326], [1.55152, -1.94555, -0.43437], [2.74972, -1.42714, 0.78097], [3.62133, 0.62643, -2.07066], [3.26974, -1.11632, -2.09314], [4.85707, -2.53037, -1.21438], [6.84268, -2.98418, 0.16276], [7.77875, -1.19439, 1.59098], [6.72298, 1.02419, 1.61758], [4.77053, 2.39263, -0.70385], [4.97930, 2.47770, 1.04741], [3.49379, 1.79391, 0.34968]], "atomic_forces_ev_per_a": [[0.0166, 0.0553, 0.0335], [0.0078, -0.0218, 0.0329], [-0.0150, 0.0092, 0.0174], [0.0638, -0.0758, 0.0156], [0.0895, -0.0929, 0.0352], [-0.0203, 0.0450, -0.0451], [0.0828, -0.1146, -0.0867], [-0.0546, 0.0549, 0.0572], [-0.0564, -0.1230, -0.1071], [-0.1470, 0.0499, 0.3519], [0.2860, -0.1718, -0.0812], [0.0187, -0.0898, 0.0677], [-0.3627, 0.1997, 0.0834], [0.0316, -0.0690, 0.0385], [0.2039, -0.4259, -0.2625], [0.0063, 0.0637, 0.0490], [-0.0113, 0.1073, 0.0112], [0.0831, 0.2656, 0.1631], [-0.0092, -0.1549, -0.0861], [-0.0019, -0.0289, 0.0144], [-0.0399, 0.0849, -0.0401], [-0.1102, 0.0242, 0.0417], [-0.0856, -0.0024, 0.0807], [0.0294, -0.0001, -0.0218], [0.0522, -0.0918, 0.0410], [-0.0425, -0.0326, 0.0546], [-0.0717, 0.0256, 0.0143], [-0.0291, 0.0600, -0.0436], [0.0770, 0.0513, -0.0971], [-0.0111, -0.0482, -0.0672], [0.0086, -0.0800, -0.0145], [0.0301, -0.0219, -0.0577], [0.2098, 0.3032, -0.2173], [-0.2994, 0.0472, 0.0069], [0.0601, 0.0332, 0.0011], [-0.0275, -0.0174, -0.0344], [-0.5806, -0.2057, 0.0181], [0.0944, 0.0777, 0.0170], [0.1365, 0.0513, 0.0294], [0.5534, 0.0667, 0.2780], [-0.3197, 0.1381, -0.4567], [-0.0575, -0.0376, 0.0697], [-0.0332, -0.1427, -0.0036], [0.0839, 0.0800, 0.0342], [0.0674, -0.0241, 0.0259], [0.0870, -0.1007, 0.0583], [0.0027, 0.0496, 0.0276], [0.0463, -0.0020, -0.0097], [-0.0642, -0.0616, -0.0109], [-0.0443, -0.0545, -0.0449], [0.0193, 0.0981, 0.0104], [-0.0655, -0.0570, -0.0623], [0.0367, -0.0771, 0.0044], [0.0678, -0.0136, 0.0490], [0.0175, 0.0878, 0.0524], [-0.0209, 0.1228, -0.0711], [0.0400, 0.0797, 0.0196], [-0.0291, 0.1074, 0.0162]], "lowdin_charge": [-0.04, -0.22, -0.05, -0.09, -0.09, -0.05, -0.19, -0.15, -0.17, -0.15, -0.15, -0.14, -0.20, 0.12, -0.17, 0.12, 0.10, -0.16, -0.24, -0.05, -0.09, -0.10, -0.09, -0.05, 0.11, 0.10, 0.10, 0.10, 0.11, 0.11, 0.12, 0.12, -0.30, -0.14, 0.12, 0.12, -0.13, 0.12, 0.10, -0.27, -0.07, 0.09, 0.12, 0.11, 0.14, 0.12, 0.12, 0.13, 0.12, 0.13, 0.13, 0.11, 0.10, 0.10, 0.11, 0.09, 0.08, 0.06], "homo_lumo_gap_ev": 8.8354, "homo_ev": -8.06, "charge": 0, "smiles": "Cc1ccccc1CN1CCN(CCCc2ccccc2)[C@@H](CCO)C1"}



[3]
{"formula": "CH3N2O", "method": "ωB97M-V/def2-TZVPD", "symbols": ["C", "N", "N", "O", "H", "H", "H"], "positions_angstrom": [[-0.58665, -0.32057, 0.33447], [-0.10153, 0.91956, -0.25545], [0.95161, 0.03846, 0.47451], [1.78919, -0.55189, -0.30479], [-1.01495, -0.06153, 1.22370], [-1.06735, -1.10505, -0.17347], [0.02968, 1.08101, -1.29898]], "atomic_forces_ev_per_a": [[2.6663, 1.7078, -1.3761], [-0.3303, 1.5002, -0.6945], [-1.3837, 0.0709, -0.0722], [0.4137, -0.7277, -0.7921], [-1.5757, 0.2375, 2.4178], [0.1444, -1.1673, -1.0957], [0.0653, -1.6214, 1.6128]], "lowdin_charge": [-0.27, -0.13, -0.32, -0.40, 0.01, 0.05, 0.06], "homo_lumo_gap_ev": 6.6896, "homo_ev": -1.59, "charge": -1, "smiles": "[O-]N1CN1"}



[4]
{"formula": "C5H14O3", "method": "ωB97M-V/def2-TZVPD", "symbols": ["C", "C", "C", "C", "O", "H", "H", "H", "H", "H", "H", "H", "H", "H", "H", "C", "O", "O", "H", "H", "H", "H"], "positions_angstrom": [[-0.06796, 1.83613, -0.03281], [0.24612, 1.85604, 1.42465], [-1.77331, -0.37570, 0.03672], [0.79286, 1.25001, -0.98344], [-1.10840, 2.55653, -0.47763], [-1.65746, 2.84353, 0.26449], [-0.63980, 1.62930, 2.01760], [0.61890, 2.84810, 1.69426], [0.98911, 1.09572, 1.65810], [0.47422, 1.35219, -2.01257], [-1.87582, 0.14732, -0.90506], [-1.94814, -1.43524, -0.15833], [-2.50501, 0.05242, 0.71990], [1.00077, -0.04845, -0.43403], [1.83252, 1.54311, -0.86465], [1.09403, -3.12627, -0.63392], [0.57910, -2.43759, 0.47923], [1.04191, -1.09248, 0.45655], [-0.72499, -0.52519, 0.48502], [0.69347, -4.13870, -0.55075], [2.18783, -3.15106, -0.60796], [0.75008, -2.67970, -1.57537]], "atomic_forces_ev_per_a": [[0.8831, 0.7999, -1.0610], [-0.0397, -0.1236, -0.0811], [0.8721, -1.0884, 0.6256], [-0.4110, 0.0644, 0.9020], [0.5312, -0.8773, 0.4960], [-0.0740, -0.0619, 0.0191], [-0.0883, 0.0785, -0.0098], [-0.0669, 0.0068, 0.0054], [-0.0051, 0.0482, -0.0722], [-0.1411, -0.1705, -0.0541], [0.4656, 0.1084, -0.1711], [-0.7187, 0.0305, 0.0430], [-0.0267, -0.2720, 0.2212], [-0.9516, -1.0552, -0.0237], [0.1977, -0.2852, 0.4270], [-0.0638, 0.0833, 0.1424], [-0.3744, 0.1255, -0.6716], [1.3111, 1.5299, 0.0221], [-1.4200, 1.0461, -0.7121], [0.0701, -0.0123, -0.0390], [-0.0079, 0.0241, -0.0576], [0.0584, 0.0009, 0.0496]], "lowdin_charge": [-0.40, -0.01, -0.05, -0.03, 0.10, 0.13, 0.10, 0.10, 0.09, 0.09, 0.02, 0.03, 0.03, 0.15, 0.11, -0.13, -0.26, -0.33, 0.02, 0.08, 0.08, 0.08], "homo_lumo_gap_ev": [7.6062, 7.6072], "homo_ev": [-7.64, -7.64], "charge": 0}



Looking at strongest force on any atom for the records above, in order, we have 0.060 0.012 0.067 0.039 Eh/bohr.
Looking at relative energy (zero: lowest compared OMol25 entry of this formula, charge and spin) for the records above, in order, we have 351.04 133.52 209.36 563.84 kJ/mol.